No. 1
Here is a molecular structure, C45H48ClGaNO18P2S at a distorted geometry from the OMol25 dataset. Energies are from ωB97M-V/def2-TZVPD.

Strongest force on any atom (eV/Å): 2.0
Frontier orbital gap (eV): 4.186
Relative energy (zero: lowest compared OMol25 entry of this formula, charge and spin) (kJ/mol): 72.6

The geometry in ORCA input format:
```
! RIJCOSX wB97M-V def2-TZVPD def2/J DEFGRID3
* xyz -1 1
C 5.3626 5.5733 -0.2244
C 5.2922 4.0638 -0.0374
O 4.2345 3.5086 -0.7902
C 3.4995 2.5053 -0.0829
C 2.6710 1.6715 -1.0118
Ga 1.4093 0.4668 0.0587
C 1.6860 -1.4696 -0.5507
N 3.1524 -1.7620 -0.6747
C -0.5582 0.9759 -0.1101
C -0.8174 2.3275 -0.7982
C -1.5727 3.3797 0.0150
C -2.7749 2.8381 0.7944
S -2.4668 2.9954 2.5543
O -1.1923 2.4736 2.8620
O -3.5235 2.4331 3.3240
Cl -2.3312 5.0468 2.8189
P 2.0898 0.5948 2.3537
P 0.9459 -0.7684 3.5466
O 0.5944 -0.1455 4.8333
O 1.8393 -2.0686 3.8454
O -0.4031 -1.3060 2.8629
H 5.3717 6.0683 0.7404
H 4.4920 5.9421 -0.7496
H 6.2557 5.9037 -0.7415
H 6.2413 3.6041 -0.3092
H 5.1130 3.8535 1.0129
H 4.1830 1.8560 0.4628
H 2.8703 2.9915 0.6719
H 3.3725 1.0452 -1.5574
H 2.1760 2.3093 -1.7367
H 1.2093 -1.6050 -1.5135
H 1.2655 -2.1663 0.1661
H 3.7012 -0.9363 -0.4696
H 3.4190 -2.4269 0.0422
H -1.0034 0.8843 0.8759
H -1.0186 0.2049 -0.7168
H 0.1491 2.7651 -1.0233
H -1.3173 2.2203 -1.7524
H -0.9293 3.9568 0.6638
H -1.9793 4.0997 -0.6871
H -2.9526 1.7822 0.6254
H -3.6798 3.3853 0.5719
H 1.7108 1.8544 2.8565
H 2.7570 -1.7850 4.0073
H -1.0416 -1.3451 3.5979
C -4.7458 4.9693 -3.7849
C -5.8560 5.6384 -3.4870
C -6.7737 5.1715 -2.4185
O -7.7872 5.7808 -2.1493
C -6.4050 3.9305 -1.6928
C -5.2948 3.2603 -1.9904
C -4.3758 3.7267 -3.0603
O -3.3656 3.1193 -3.3315
H -4.0631 5.2923 -4.5604
H -6.1428 6.5460 -4.0027
H -7.0870 3.6083 -0.9160
H -5.0098 2.3525 -1.4726
C -3.4988 -4.4465 -0.5516
C -3.1000 -3.3988 -1.2670
C -2.9241 -2.0636 -0.6448
O -2.5640 -1.1057 -1.2927
C -3.2024 -1.9418 0.8094
C -3.6014 -2.9896 1.5250
C -3.7807 -4.3222 0.8994
O -4.1461 -5.2814 1.5503
H -3.6332 -5.4253 -0.9899
H -2.8869 -3.4685 -2.3263
H -3.0582 -0.9608 1.2453
H -3.8095 -2.9226 2.5855
C 1.9099 7.3573 -0.4906
C 2.6858 8.0134 0.3673
C 2.2864 8.1927 1.7855
O 2.9935 8.7951 2.5656
C 0.9905 7.6086 2.2113
C 0.2137 6.9510 1.3548
C 0.6123 6.7749 -0.0647
O -0.0952 6.1799 -0.8480
H 2.1818 7.2151 -1.5288
H 3.6358 8.4444 0.0780
H 0.7206 7.7464 3.2508
H -0.7331 6.5102 1.6472
C 2.5181 -4.2016 -5.3383
C 3.2744 -5.1823 -5.8237
C 4.5308 -5.5936 -5.1470
O 5.2185 -6.4890 -5.5965
C 4.9106 -4.8720 -3.9098
C 4.1562 -3.8895 -3.4209
C 2.9008 -3.4780 -4.0967
O 2.2250 -2.5885 -3.6423
H 1.5990 -3.8846 -5.8152
H 3.0162 -5.7234 -6.7256
H 5.8295 -5.1896 -3.4334
H 4.4049 -3.3425 -2.5177
C -4.3323 -7.8199 -5.5957
C -3.5037 -7.1063 -4.8390
C -3.7071 -6.9932 -3.3738
O -2.9534 -6.3410 -2.6828
C -4.8675 -7.7058 -2.7828
C -5.6958 -8.4191 -3.5402
C -5.4932 -8.5333 -5.0064
O -6.2467 -9.1849 -5.6966
H -4.2034 -7.9159 -6.6662
H -2.6511 -6.5790 -5.2476
H -4.9968 -7.6105 -1.7115
H -6.5481 -8.9458 -3.1307
C 4.4480 -3.5080 8.9754
C 4.9911 -2.7490 8.0288
C 4.1517 -2.1028 6.9869
O 4.6498 -1.4169 6.1203
C 2.6884 -2.3331 7.0428
C 2.1473 -3.0954 7.9903
C 2.9817 -3.7406 9.0304
O 2.4935 -4.4347 9.8988
H 5.0394 -3.9897 9.7439
H 6.0570 -2.5675 7.9695
H 2.0931 -1.8491 6.2751
H 1.0820 -3.2777 8.0464
*
```

No. 2
Here is a single C4H7N3S molecule at a distorted geometry from the OMol25 dataset. Energies are from ωB97M-V/def2-TZVPD.

Strongest force on any atom (eV/Å): 3.5
Frontier orbital gap (eV): 8.076
Relative energy (zero: lowest compared OMol25 entry of this formula, charge and spin) (kJ/mol): 237.8

The geometry in ORCA input format:
```
! RIJCOSX wB97M-V def2-TZVPD def2/J DEFGRID3
* xyz 0 1
C -2.2807 -0.3580 -0.0388
N -0.8052 -0.2450 0.1217
N -0.0208 -1.3477 -0.1191
C 1.2880 -0.9864 -0.1083
C 1.3122 0.3625 -0.1077
N 2.4388 1.2235 -0.0494
C -0.0373 0.9032 -0.0058
S -0.7443 2.4678 -0.0704
H -2.3762 -0.9307 -1.0079
H -2.8847 0.6468 -0.1887
H -2.8268 -0.8602 0.8477
H -0.2366 -2.2621 0.3699
H 2.0953 -1.7414 -0.3177
H 3.0780 0.9653 0.6402
H 2.0004 2.1623 0.0344
*
```

No. 3
Here is a gas-phase ion, C4H11N2O (charge +1) at a distorted geometry from the OMol25 dataset. Energies are from ωB97M-V/def2-TZVPD.

Strongest force on any atom (eV/Å): 3.4
Frontier orbital gap (eV): 10.335
Relative energy (zero: lowest compared OMol25 entry of this formula, charge and spin) (kJ/mol): 197.2

The geometry in ORCA input format:
```
! RIJCOSX wB97M-V def2-TZVPD def2/J DEFGRID3
* xyz 1 1
N -1.8127 -0.8806 0.3153
C -1.4130 0.0948 1.4051
C -0.3258 1.0555 0.9341
N 0.9401 0.2382 0.7857
C 1.7182 0.4851 -0.4518
C 1.2650 -0.3086 -1.6908
O 0.1248 -0.7258 -1.6330
H -2.3872 -1.6971 0.6492
H -0.9999 -1.2758 -0.1848
H -2.4033 -0.5384 -0.4581
H -2.2355 0.7016 1.7662
H -0.8870 -0.5371 2.2000
H -0.1094 1.7800 1.7231
H -0.6398 1.4834 -0.0528
H 1.5629 0.4648 1.5630
H 1.6677 1.4938 -0.8305
H 2.8006 0.2285 -0.2037
H 1.9457 -0.3448 -2.5286
*
```

No. 4
Here is a molecular structure, C36H30AsBrFN3O10PSTl at a distorted geometry from the OMol25 dataset. Energies are from ωB97M-V/def2-TZVPD.

Strongest force on any atom (eV/Å): 1.8
Frontier orbital gap (eV): 7.563
Relative energy (zero: lowest compared OMol25 entry of this formula, charge and spin) (kJ/mol): 127.7

The geometry in ORCA input format:
```
! RIJCOSX wB97M-V def2-TZVPD def2/J DEFGRID3
* xyz -2 1
Tl 0.3898 -0.0860 -0.9758
C 4.9365 -1.3539 -2.4638
C 4.3587 -1.3094 -1.0829
C 4.8973 -0.4745 -0.1113
C 4.3174 -0.3986 1.1393
C 3.1891 -1.1703 1.3480
Br 2.3736 -1.1434 3.0656
N 2.6360 -1.9550 0.4547
C 3.2125 -2.0134 -0.7499
H 6.0207 -1.4748 -2.4322
H 4.7071 -0.4006 -2.9491
H 4.4956 -2.1609 -3.0487
H 5.7527 0.1475 -0.3451
H 4.6919 0.2651 1.9038
H 2.6971 -2.6281 -1.4824
O 4.4565 2.4356 -2.7818
As 2.8551 2.5529 -1.8012
O 3.3113 3.7408 -0.7805
O 2.6959 0.9844 -1.3109
C 1.7764 2.9196 -3.3936
C 2.4004 2.9627 -4.6379
C 1.6536 3.1071 -5.7950
C 0.2690 3.1997 -5.7393
C -0.3654 3.1466 -4.5128
C 0.3874 3.0162 -3.3538
S -0.5312 2.9541 -1.8302
O -1.2940 4.1856 -1.7619
O 0.4672 2.8009 -0.7748
O -1.3731 1.7520 -1.9567
H 5.0499 2.8946 -2.1765
H 3.4758 2.8638 -4.6867
H 2.1536 3.1369 -6.7563
H -0.3086 3.2989 -6.6499
H -1.4428 3.1962 -4.4225
C -6.5881 -4.0928 3.7704
C -6.6940 -3.2647 2.6611
C -5.6402 -2.4413 2.2945
C -4.4645 -2.4226 3.0427
C -4.3653 -3.2670 4.1471
C -5.4135 -4.1025 4.5065
P -2.9995 -1.3373 2.6979
C -2.3268 -2.3487 1.3178
C -1.2883 -3.2190 1.6370
C -0.7591 -4.0654 0.6750
C -1.2660 -4.0482 -0.6155
C -2.2886 -3.1713 -0.9459
C -2.8227 -2.3282 0.0162
C -3.7823 0.0782 1.8435
C -4.9758 0.6053 2.3454
C -5.5449 1.7296 1.7706
C -4.9254 2.3583 0.6981
C -3.7170 1.8740 0.2223
C -3.1377 0.7565 0.8095
H -7.4184 -4.7265 4.0581
H -7.6071 -3.2592 2.0775
H -5.7392 -1.8058 1.4246
H -3.4515 -3.2587 4.7307
H -5.3150 -4.7542 5.3666
H -0.8924 -3.2278 2.6449
H 0.0534 -4.7333 0.9303
H -0.8769 -4.7192 -1.3712
H -2.6746 -3.1556 -1.9569
H -3.6246 -1.6506 -0.2488
H -5.4709 0.1245 3.1804
H -6.4792 2.1177 2.1606
H -5.3764 3.2364 0.2527
H -3.1840 2.3610 -0.5845
H -2.1581 0.4483 0.4508
F -2.1312 -4.2614 -8.2321
C -1.9596 -4.5445 -6.9210
C -0.9108 -4.0196 -6.2550
N -0.6135 -4.3702 -4.9667
C 0.3707 -3.5682 -4.2498
C -0.0706 -2.0172 -4.1659
O -0.9105 -1.6707 -5.0056
O 0.5310 -1.3928 -3.2753
C -1.4702 -5.1778 -4.2444
O -1.2711 -5.5138 -3.0904
N -2.5713 -5.6206 -4.9450
C -2.9156 -5.3983 -6.2831
O -3.9055 -5.9271 -6.7590
H -0.2083 -3.3789 -6.7608
H 1.3293 -3.6153 -4.7678
H 0.4742 -3.9486 -3.2407
H -3.2163 -6.1825 -4.4128
*
```

No. 5
Here is a single C2H2O2S2 molecule at a distorted geometry from the OMol25 dataset. Energies are from ωB97M-V/def2-TZVPD.

Strongest force on any atom (eV/Å): 4.2
Frontier orbital gap (eV): 8.177
Relative energy (zero: lowest compared OMol25 entry of this formula, charge and spin) (kJ/mol): 42.2

The geometry in ORCA input format:
```
! RIJCOSX wB97M-V def2-TZVPD def2/J DEFGRID3
* xyz 0 1
O 1.2380 0.8855 -0.1691
C 0.6282 -0.1644 0.0160
O 1.1683 -1.2746 0.4292
C -0.9166 -0.2079 -0.0829
S -1.6865 -1.5292 -0.0307
S -1.8020 1.3431 -0.2479
H 2.0751 -1.1367 0.3388
H -0.7045 2.0842 -0.2533
*
```

Among the records above, which one has the highest frontier orbital gap?
C4H11N2O

Look up the relative energy (zero: lowest compared OMol25 entry of this formula, charge and spin) of the first one.
72.6 kJ/mol

Which of these has the lowest strongest force on any atom?
C36H30AsBrFN3O10PSTl